Record 1
22
Properties=species:S:1:pos:R:3 method="wB97M-V/def2-TZVPD" e_lumo_ev=2.75 multiplicity=1 e_above_lowest_kcal_mol=0.00 total_charge=-1 energy_ev=-34030.2574
C -2.622 1.849 0.455
S -2.952 0.093 0.718
O -4.385 -0.065 0.387
O -2.552 -0.126 2.117
Al -1.700 -1.170 -0.875
O -2.768 -1.172 -2.253
H -2.784 2.346 1.411
H -1.584 1.971 0.136
H -3.309 2.221 -0.305
H -1.471 -2.610 -0.189
H -0.338 -0.376 -1.178
H -3.645 -0.835 -2.039
C 3.953 -0.530 0.209
C 2.541 -1.038 0.453
O 1.790 0.170 0.452
C 2.454 1.114 -0.231
O 2.034 2.176 -0.552
O 3.723 0.682 -0.508
H 4.567 -1.194 -0.396
H 4.472 -0.292 1.140
H 2.173 -1.669 -0.357
H 2.401 -1.543 1.405

Record 2
11
Properties=species:S:1:pos:R:3 method="wB97M-V/def2-TZVPD" e_lumo_ev="-1.73 / -1.54" multiplicity=1 e_above_lowest_kcal_mol=70.83 energy_ev=-32911.9137
C 1.443 0.212 -0.020
C 0.423 -0.732 0.262
C -1.798 0.532 0.097
F 1.817 1.022 1.071
F 0.377 -1.471 1.316
F 0.134 -1.508 -0.854
F -1.629 1.851 -0.143
F -2.112 0.358 1.383
I 3.273 -0.757 -0.970
I -3.148 -0.405 -1.237
H 1.221 0.897 -0.905

Record 3
15
Properties=species:S:1:pos:R:3 method="wB97M-V/def2-TZVPD" e_lumo_ev="-4.50 / -4.50" multiplicity=1 e_above_lowest_kcal_mol=191.18 total_charge=+1 energy_ev=-7827.3981
C 1.833 0.974 -0.316
C 0.751 1.523 0.034
C 2.508 -0.278 -0.424
C 1.665 -0.998 0.278
C 0.283 0.196 0.568
C -2.083 0.521 -0.155
N -0.958 -0.358 -0.129
H 3.551 -0.360 -0.709
H 1.394 -1.965 0.765
H 0.066 0.210 1.714
H -2.734 0.545 0.778
H -1.808 1.435 -0.558
H -2.960 0.235 -0.959
H -0.489 -0.310 -1.076
H -1.022 -1.371 0.190

Record 4
32
Properties=species:S:1:pos:R:3 method="wB97M-V/def2-TZVPD" e_lumo_ev=-7.36 multiplicity=1 total_charge=+1 energy_ev=-28710.5054
C 4.895 -1.546 0.303
C 4.106 -0.276 0.498
N 3.955 0.202 1.652
C 3.586 0.308 -0.787
O 2.847 1.523 -0.612
C 1.577 1.525 -1.069
O 1.280 1.484 -2.231
N 0.664 1.663 -0.013
O -0.626 1.746 -0.661
C -1.610 1.857 0.234
O -1.720 2.606 1.156
C -2.619 0.754 -0.015
C -3.731 0.697 0.788
C -4.601 -0.363 0.662
C -4.371 -1.379 -0.287
C -3.262 -1.286 -1.106
C -2.376 -0.239 -0.974
C 0.554 0.374 0.887
O 1.057 0.500 1.971
O -0.088 -0.535 0.313
H 4.840 -1.930 -0.712
H 5.930 -1.363 0.583
H 4.513 -2.289 1.000
H 3.375 1.041 1.626
H 2.994 -0.426 -1.336
H 4.446 0.542 -1.418
H -3.893 1.468 1.528
H -5.428 -0.331 1.373
H -4.982 -2.260 -0.475
H -3.067 -2.053 -1.839
H -1.484 -0.175 -1.577
Sr -6.761 -1.838 0.536

Record 5
52
Properties=species:S:1:pos:R:3 method="wB97M-V/def2-TZVPD" e_lumo_ev="-0.56 / -0.58" s2=15.76 multiplicity=8 e_above_lowest_kcal_mol=74.17 energy_ev=-58530.5743
P 0.197 -1.898 -1.797
P 0.342 2.093 -1.260
C -0.313 -0.395 -2.738
C 0.656 0.824 -2.654
H -1.358 -0.095 -2.477
H -0.373 -0.721 -3.796
H 1.723 0.508 -2.652
H 0.505 1.451 -3.559
C -1.161 2.835 -2.032
H -1.567 3.606 -1.365
H -1.939 2.107 -2.318
H -0.805 3.339 -2.953
C 1.517 3.393 -1.735
H 1.059 3.907 -2.600
H 2.481 2.962 -2.041
H 1.634 4.112 -0.915
C -1.019 -3.170 -2.160
H -1.086 -3.903 -1.339
H -0.723 -3.686 -3.083
H -2.003 -2.701 -2.318
C 1.832 -2.434 -2.317
H 2.547 -1.594 -2.358
H 1.771 -2.858 -3.335
H 2.215 -3.224 -1.646
Eu 2.131 0.184 3.791
C -0.208 1.902 0.750
C -1.607 1.689 0.651
C -2.105 0.461 0.057
C -2.109 -0.814 0.971
C -1.192 -1.850 0.533
C 0.146 -1.619 0.020
C 1.044 -0.371 0.461
C 0.580 0.724 1.437
C 0.870 -1.771 4.346
H 0.092 2.866 1.220
H -2.278 2.548 0.672
H -1.492 0.181 -0.811
H -3.123 0.623 -0.346
H -1.988 -0.525 2.025
H -3.120 -1.242 0.872
H -1.447 -2.886 0.785
H 0.738 -2.523 0.279
H 1.367 0.154 -0.479
H 2.003 -0.796 0.846
H 0.010 0.306 2.301
H 1.501 1.267 1.819
H 1.658 -2.353 4.865
H 0.462 -2.332 3.493
H 0.075 -1.558 5.077
O -0.058 0.912 7.583
C 0.608 1.082 6.602
N 1.309 1.281 5.629

Record 6
15
Properties=species:S:1:pos:R:3 method="wB97M-V/def2-TZVPD" e_lumo_ev="-6.37 / -6.37" multiplicity=1 e_above_lowest_kcal_mol=105.14 total_charge=+1 energy_ev=-7831.1292
C -0.275 -1.354 -0.095
C 1.113 -1.322 0.035
C -0.895 -0.175 0.167
C 1.295 1.172 -0.527
C 1.622 -0.033 0.383
C -2.188 0.417 0.216
N 0.561 0.900 0.630
H -0.808 -2.249 -0.377
H 1.737 -2.200 -0.031
H 1.996 1.998 -0.470
H 0.875 1.002 -1.511
H 2.554 0.051 0.927
H -2.330 1.087 -0.644
H -2.289 1.052 1.099
H -2.968 -0.346 0.198

Record 7
12
Properties=species:S:1:pos:R:3 method="wB97M-V/def2-TZVPD" e_lumo_ev="-0.76 / -0.76" multiplicity=1 e_above_lowest_kcal_mol=55.48 energy_ev=-19826.1800
C -1.087 0.620 -0.002
C -1.334 0.164 1.197
C 0.220 0.716 -0.672
C 1.052 -0.408 -0.452
O 0.892 -1.639 -0.849
F 2.302 -0.235 0.014
S -0.172 -0.565 2.231
H -1.878 1.062 -0.457
H -2.368 0.275 1.607
H 0.140 0.614 -1.801
H 0.687 1.642 -0.399
H 1.547 -2.246 -0.417

Record 8
26
Properties=species:S:1:pos:R:3 method="wB97M-V/def2-TZVPD" e_lumo_ev="0.51 / -2.13" s2=2.01 multiplicity=3 energy_ev=-17389.9528
B 0.445 -1.006 -0.456
C -3.440 -0.963 0.136
C -3.640 0.381 0.306
C -2.133 -1.448 -0.078
C -2.622 1.294 0.052
C -1.054 -0.588 -0.244
C -1.369 0.795 -0.235
C 3.256 -0.057 0.320
C 2.715 -0.219 -0.893
C 2.423 0.532 1.386
C 1.351 0.253 -1.184
C 1.213 1.004 1.076
C 0.913 1.440 -0.301
O -0.450 1.766 -0.466
O 0.856 -2.224 -0.160
H -4.108 -1.778 0.274
H -4.669 0.655 0.565
H -2.093 -2.541 -0.061
H -2.870 2.304 0.134
H 4.213 -0.442 0.775
H 3.238 -0.873 -1.665
H 2.668 0.384 2.370
H 1.271 0.331 -2.183
H 0.629 1.336 1.795
H 1.554 2.251 -0.691
H 1.703 -2.586 -0.575